117
Properties=species:S:1:pos:R:3:lowdin_charge:R:1 method="wB97M-V/def2-TZVPD" e_tot_ev=-54841.5387 total_charge=0 lumo_ev=0.072
C 1.372 0.893 -4.111 -0.07
C 2.888 1.081 -4.029 -0.32
O 3.225 2.466 -4.193 -0.08
H 0.886 1.545 -3.393 0.06
H 1.247 -0.175 -3.883 0.06
H 0.956 0.919 -5.118 0.07
H 3.426 0.441 -4.738 0.11
H 3.246 0.779 -3.036 0.08
H 4.144 2.471 -4.484 0.08
C -4.831 -3.787 1.772 -0.07
C -3.392 -3.933 1.294 -0.31
O -2.871 -2.648 0.953 -0.12
H -4.823 -3.260 2.721 0.08
H -5.322 -4.759 1.816 0.08
H -5.403 -3.234 1.024 0.07
H -3.226 -4.599 0.442 0.11
H -2.823 -4.400 2.108 0.10
H -2.205 -2.795 0.248 0.04
C 2.273 -2.895 3.678 -0.08
C 0.929 -2.190 3.686 -0.27
O 1.047 -0.863 3.198 -0.10
H 2.971 -2.637 2.884 0.07
H 2.125 -3.980 3.698 0.06
H 2.823 -2.670 4.600 0.07
H 0.460 -2.153 4.671 0.12
H 0.249 -2.795 3.071 0.09
H 0.862 -0.850 2.247 0.06
C -0.762 0.481 0.233 -0.04
C 0.488 -0.215 -0.252 -0.28
O 0.726 -1.463 0.390 -0.09
H -0.784 0.614 1.317 0.08
H -1.684 -0.034 -0.052 0.07
H -0.842 1.487 -0.179 0.05
H 1.347 0.441 -0.100 0.10
H 0.433 -0.357 -1.334 0.10
H 0.079 -2.107 0.041 0.06
C -6.112 -1.277 -2.435 -0.07
C -4.733 -1.580 -1.846 -0.30
O -4.683 -0.987 -0.550 -0.11
H -6.131 -1.145 -3.514 0.07
H -6.562 -0.396 -1.974 0.07
H -6.798 -2.067 -2.113 0.07
H -3.984 -1.102 -2.489 0.10
H -4.575 -2.660 -1.860 0.11
H -4.015 -1.473 -0.030 0.05
C 4.753 -1.882 -2.272 -0.08
C 3.996 -2.060 -0.978 -0.30
O 3.635 -0.747 -0.585 -0.10
H 5.116 -2.853 -2.626 0.08
H 5.651 -1.279 -2.120 0.08
H 4.178 -1.421 -3.070 0.06
H 4.519 -2.530 -0.142 0.12
H 3.093 -2.631 -1.236 0.09
H 3.009 -0.638 0.134 0.06
C -1.422 5.259 -1.607 -0.06
C -1.032 3.823 -1.359 -0.34
O 0.385 3.674 -1.200 -0.10
H -0.959 5.628 -2.525 0.08
H -1.101 5.802 -0.720 0.08
H -2.496 5.300 -1.798 0.08
H -1.426 3.057 -2.035 0.12
H -1.455 3.504 -0.400 0.07
H 0.851 4.202 -1.856 0.09
C 0.207 -5.177 1.177 -0.07
C 1.456 -5.199 0.307 -0.27
O 1.163 -4.792 -1.045 -0.09
H -0.546 -5.890 0.840 0.08
H -0.280 -4.200 1.177 0.05
H 0.482 -5.419 2.203 0.08
H 1.843 -6.223 0.275 0.12
H 2.259 -4.614 0.762 0.11
H 2.032 -4.865 -1.457 0.09
C -0.808 2.264 3.979 -0.09
C 0.512 2.184 4.758 -0.32
O 1.551 1.703 3.936 -0.11
H -0.679 2.661 2.969 0.05
H -1.545 2.925 4.449 0.07
H -1.323 1.310 3.824 0.06
H 0.406 1.547 5.644 0.11
H 0.742 3.199 5.085 0.10
H 1.392 0.749 3.745 0.04
C -1.452 -3.491 -3.498 -0.06
C -1.063 -2.517 -2.403 -0.26
O -1.102 -3.122 -1.089 -0.14
H -0.787 -4.355 -3.451 0.08
H -1.309 -3.063 -4.492 0.08
H -2.501 -3.785 -3.441 0.07
H -1.661 -1.616 -2.303 0.11
H -0.006 -2.295 -2.582 0.11
H -0.468 -3.864 -1.086 0.06
C -4.524 2.527 1.458 -0.08
C -3.914 2.399 0.083 -0.32
O -4.861 1.816 -0.805 -0.09
H -4.990 1.586 1.764 0.07
H -5.386 3.197 1.506 0.07
H -3.805 2.849 2.217 0.07
H -2.963 1.854 0.102 0.07
H -3.699 3.376 -0.362 0.10
H -4.875 0.846 -0.707 0.03
C 4.050 2.857 -0.171 -0.10
C 5.116 2.103 -0.905 -0.29
O 6.280 2.963 -1.055 -0.10
H 3.160 2.231 -0.017 0.06
H 3.687 3.716 -0.738 0.08
H 4.334 3.125 0.850 0.08
H 4.771 1.837 -1.899 0.09
H 5.456 1.286 -0.266 0.10
H 6.443 3.342 -0.186 0.07
C 2.469 5.766 1.846 -0.09
C 1.561 4.584 2.170 -0.34
O 0.324 4.742 1.543 -0.06
H 3.253 6.024 2.559 0.07
H 1.868 6.680 1.790 0.07
H 2.916 5.667 0.851 0.06
H 1.571 4.530 3.269 0.10
H 2.125 3.679 1.915 0.10
H 0.181 4.020 0.922 0.05

---

117
Properties=species:S:1:pos:R:3:lowdin_charge:R:1 method="wB97M-V/def2-TZVPD" e_tot_ev=-54837.9913 total_charge=0 lumo_ev=0.291
C -0.465 -3.285 3.090 -0.07
C 0.684 -2.477 3.673 -0.31
O 0.455 -1.092 3.610 -0.10
H -0.486 -3.285 2.000 0.06
H -1.394 -2.905 3.514 0.06
H -0.407 -4.361 3.255 0.07
H 1.643 -2.800 3.269 0.12
H 0.815 -2.580 4.751 0.11
H -0.177 -0.931 4.315 0.03
C -5.023 1.402 -3.261 -0.06
C -5.419 1.462 -4.753 -0.33
O -4.297 1.392 -5.576 -0.08
H -5.438 2.225 -2.680 0.07
H -3.938 1.302 -3.221 0.06
H -5.372 0.442 -2.881 0.05
H -5.811 2.443 -5.022 0.11
H -6.140 0.702 -5.054 0.11
H -4.147 0.452 -5.697 0.09
C 5.535 -0.711 -2.175 -0.07
C 4.378 -1.559 -2.766 -0.35
O 4.758 -2.234 -3.923 -0.06
H 6.270 -1.355 -1.691 0.07
H 5.113 -0.001 -1.465 0.05
H 6.108 -0.206 -2.953 0.07
H 3.645 -0.819 -3.088 0.09
H 3.831 -2.147 -2.030 0.11
H 4.733 -3.185 -3.793 0.09
C -3.464 -1.721 -1.291 -0.04
C -3.201 -2.771 -0.165 -0.29
O -3.684 -4.016 -0.572 -0.08
H -2.912 -1.990 -2.191 0.05
H -3.236 -0.678 -1.072 0.07
H -4.519 -1.849 -1.534 0.07
H -3.691 -2.572 0.788 0.10
H -2.145 -2.758 0.106 0.10
H -4.177 -4.316 0.195 0.11
C 5.785 0.197 1.921 -0.07
C 6.806 1.251 1.317 -0.29
O 8.058 1.190 1.993 -0.09
H 5.236 0.425 2.835 0.06
H 6.299 -0.763 1.963 0.07
H 5.000 0.092 1.171 0.04
H 6.468 2.278 1.454 0.10
H 6.904 1.013 0.258 0.09
H 8.707 0.756 1.434 0.08
C -1.575 -5.965 -4.336 -0.07
C -2.469 -5.626 -3.139 -0.31
O -2.051 -4.444 -2.592 -0.10
H -2.107 -5.867 -5.283 0.07
H -1.244 -6.998 -4.445 0.06
H -0.637 -5.441 -4.520 0.07
H -2.372 -6.379 -2.357 0.11
H -3.506 -5.496 -3.446 0.12
H -2.567 -4.262 -1.803 0.03
C 1.812 0.038 -0.072 -0.07
C 0.325 0.460 0.100 -0.28
O -0.340 -0.715 0.558 -0.11
H 2.278 0.793 -0.706 0.07
H 1.963 -0.951 -0.504 0.07
H 2.166 0.004 0.958 0.06
H 0.035 0.801 -0.894 0.08
H 0.129 1.260 0.814 0.11
H -0.030 -0.772 1.465 0.03
C 0.157 4.141 -3.119 -0.08
C -0.240 2.923 -3.980 -0.27
O -0.454 1.680 -3.251 -0.11
H 0.164 5.053 -3.715 0.07
H 1.135 3.987 -2.664 0.06
H -0.564 4.268 -2.311 0.07
H 0.562 2.672 -4.674 0.11
H -1.146 3.158 -4.539 0.11
H -1.311 1.276 -3.403 0.06
C 5.363 4.435 -2.524 -0.11
C 6.325 4.607 -1.411 -0.36
O 7.328 5.457 -1.897 -0.07
H 4.523 3.754 -2.384 0.07
H 5.817 3.937 -3.381 0.08
H 4.916 5.401 -2.757 0.08
H 6.831 3.664 -1.203 0.11
H 5.702 5.008 -0.612 0.12
H 7.693 5.899 -1.128 0.08
C -3.489 -0.540 3.828 -0.08
C -4.707 -0.396 2.958 -0.33
O -5.815 -0.164 3.810 -0.08
H -3.234 -1.553 4.140 0.07
H -3.505 0.140 4.680 0.06
H -2.769 -0.072 3.158 0.07
H -4.860 -1.335 2.427 0.10
H -4.633 0.476 2.308 0.11
H -6.537 -0.037 3.190 0.08
C -3.491 3.607 4.563 -0.11
C -3.026 3.190 5.847 -0.44
O -3.923 3.637 6.741 -0.03
H -4.564 3.474 4.427 0.09
H -2.963 3.118 3.744 0.08
H -3.340 4.686 4.528 0.09
H -2.046 3.639 6.014 0.12
H -2.997 2.101 5.833 0.10
H -4.723 3.222 6.410 0.09
C 0.952 -2.234 -4.268 -0.06
C -0.351 -1.681 -3.770 -0.34
O -1.436 -2.395 -4.258 -0.09
H 0.959 -2.208 -5.357 0.08
H 1.063 -3.299 -4.065 0.07
H 1.904 -1.875 -3.876 0.04
H -0.542 -0.690 -4.182 0.09
H -0.433 -1.491 -2.699 0.11
H -1.573 -3.219 -3.785 0.02
C 0.153 1.837 7.176 -0.08
C 0.016 1.055 5.846 -0.26
O -0.848 -0.112 6.059 -0.11
H 0.790 1.255 7.842 0.07
H -0.871 1.954 7.531 0.06
H 0.548 2.852 7.119 0.07
H 1.006 0.812 5.461 0.11
H -0.560 1.647 5.134 0.10
H -0.452 -0.810 6.586 0.09

---

117
Properties=species:S:1:pos:R:3:lowdin_charge:R:1 method="wB97M-V/def2-TZVPD" e_tot_ev=-54841.1715 total_charge=0 lumo_ev=0.139
C -0.675 -0.645 -0.161 -0.06
C 0.429 0.382 -0.130 -0.29
O 0.672 1.038 -1.362 -0.11
H -1.642 -0.248 -0.489 0.06
H -0.902 -1.012 0.847 0.07
H -0.496 -1.533 -0.775 0.06
H 1.377 -0.064 0.197 0.10
H 0.165 1.125 0.625 0.10
H 0.864 0.388 -2.056 0.05
C 1.253 5.625 -2.121 -0.09
C 1.345 4.151 -1.757 -0.35
O 0.298 3.833 -0.894 -0.09
H 0.308 5.756 -2.657 0.07
H 2.004 5.915 -2.860 0.07
H 1.297 6.287 -1.259 0.07
H 2.339 3.924 -1.336 0.09
H 1.354 3.604 -2.711 0.11
H 0.109 2.883 -0.909 0.04
C -1.845 3.301 2.024 -0.08
C -3.010 3.797 1.222 -0.30
O -3.835 4.703 1.970 -0.09
H -2.073 2.580 2.819 0.05
H -1.338 4.077 2.599 0.08
H -1.148 2.795 1.354 0.05
H -3.642 3.040 0.756 0.11
H -2.640 4.395 0.379 0.11
H -3.808 5.593 1.622 0.07
C 2.622 2.570 1.870 -0.08
C 3.448 3.805 2.185 -0.29
O 4.748 3.793 1.590 -0.09
H 1.605 2.814 2.189 0.07
H 2.943 1.608 2.263 0.07
H 2.617 2.481 0.780 0.05
H 3.647 3.895 3.255 0.11
H 2.907 4.709 1.892 0.11
H 4.684 3.980 0.647 0.08
C 4.174 1.048 -0.980 -0.07
C 5.291 1.043 0.061 -0.31
O 6.329 1.924 -0.379 -0.08
H 4.130 2.032 -1.440 0.07
H 3.200 0.793 -0.563 0.04
H 4.373 0.244 -1.692 0.07
H 5.667 0.031 0.250 0.11
H 4.926 1.400 1.026 0.08
H 6.582 2.443 0.392 0.07
C -0.093 -0.611 5.965 -0.08
C -0.191 0.062 4.596 -0.32
O -0.425 -0.828 3.525 -0.09
H 0.780 -1.265 6.024 0.06
H -0.973 -1.221 6.162 0.07
H 0.017 0.207 6.680 0.08
H 0.738 0.623 4.430 0.11
H -1.011 0.783 4.628 0.10
H 0.405 -1.163 3.169 0.04
C 2.939 -0.235 -4.728 -0.09
C 1.536 -0.688 -4.389 -0.29
O 1.447 -1.102 -3.026 -0.12
H 3.235 0.730 -4.325 0.07
H 3.170 -0.386 -5.788 0.07
H 3.684 -0.937 -4.323 0.08
H 1.238 -1.511 -5.046 0.11
H 0.824 0.116 -4.597 0.11
H 1.229 -2.055 -3.023 0.04
C 2.180 -3.704 -0.593 -0.08
C 1.800 -4.528 -1.805 -0.28
O 0.891 -3.709 -2.542 -0.11
H 1.300 -3.574 0.046 0.07
H 2.529 -2.712 -0.880 0.08
H 2.944 -4.176 0.027 0.08
H 1.366 -5.503 -1.583 0.11
H 2.729 -4.659 -2.376 0.12
H 0.444 -4.189 -3.245 0.11
C -2.123 2.227 -2.629 -0.09
C -3.389 2.370 -3.458 -0.31
O -4.550 2.141 -2.668 -0.09
H -1.993 3.110 -1.996 0.06
H -1.227 2.247 -3.264 0.07
H -2.030 1.337 -2.012 0.04
H -3.362 1.636 -4.275 0.10
H -3.473 3.380 -3.856 0.11
H -4.608 1.193 -2.481 0.04
C -1.689 -4.565 -0.390 -0.07
C -2.612 -5.380 -1.305 -0.31
O -3.970 -5.108 -1.005 -0.08
H -1.993 -4.779 0.638 0.08
H -1.838 -3.507 -0.588 0.05
H -0.637 -4.818 -0.514 0.05
H -2.347 -6.440 -1.228 0.11
H -2.483 -5.049 -2.337 0.10
H -4.137 -5.366 -0.093 0.09
C 2.499 -3.442 4.350 -0.09
C 3.082 -2.184 3.732 -0.29
O 2.334 -1.839 2.558 -0.10
H 2.645 -4.358 3.773 0.07
H 1.422 -3.342 4.504 0.07
H 2.907 -3.639 5.348 0.08
H 4.160 -2.230 3.579 0.12
H 2.892 -1.390 4.461 0.10
H 2.864 -2.035 1.781 0.07
C -2.987 -1.576 -3.216 -0.06
C -3.892 -1.789 -2.023 -0.30
O -4.322 -0.552 -1.482 -0.08
H -2.291 -2.406 -3.359 0.06
H -2.414 -0.649 -3.181 0.06
H -3.564 -1.552 -4.145 0.08
H -3.486 -2.503 -1.303 0.08
H -4.776 -2.349 -2.371 0.12
H -4.743 -0.703 -0.630 0.06
C -3.970 0.152 2.187 -0.08
C -4.347 -1.269 2.588 -0.29
O -4.801 -1.944 1.418 -0.10
H -3.725 0.813 3.021 0.07
H -4.930 0.581 1.865 0.08
H -3.243 0.249 1.386 0.06
H -5.108 -1.251 3.374 0.11
H -3.505 -1.873 2.924 0.11
H -5.626 -1.616 1.051 0.08

---

130
Properties=species:S:1:pos:R:3:lowdin_charge:R:1 method="wB97M-V/def2-TZVPD" e_tot_ev=-81453.1543 total_charge=-1 lumo_ev="1.866 / 1.863" s_squared=0.751 multiplicity=2
C -1.956 -4.570 0.534 -0.27
C -3.228 -3.753 0.755 -0.20
O -2.913 -2.575 1.496 -0.10
O -1.844 -5.383 1.634 -0.04
H -1.101 -4.031 0.125 0.11
H -2.135 -5.195 -0.341 0.11
H -3.936 -4.337 1.343 0.12
H -3.753 -3.403 -0.134 0.11
H -2.344 -1.887 1.144 0.05
H -1.492 -4.945 2.412 0.08
C -2.325 4.790 -3.000 -0.25
C -1.866 4.253 -1.645 -0.25
O -1.320 2.940 -1.772 -0.12
O -1.183 5.095 -3.808 -0.12
H -2.957 5.648 -2.769 0.11
H -2.974 4.084 -3.519 0.09
H -2.704 4.093 -0.966 0.10
H -1.183 4.903 -1.097 0.11
H -2.014 2.378 -2.125 0.01
H -0.748 4.312 -4.153 0.04
C 2.730 4.659 1.123 -0.26
C 2.858 5.468 2.398 -0.19
O 1.743 5.113 3.234 -0.10
O 1.955 5.187 0.055 -0.08
H 2.434 3.621 1.276 0.11
H 3.762 4.595 0.778 0.11
H 2.904 6.545 2.237 0.13
H 3.711 5.191 3.017 0.12
H 1.419 5.923 3.634 0.10
H 2.013 4.571 -0.679 0.07
C 3.664 -4.790 0.661 -0.22
C 5.029 -4.208 0.274 -0.23
O 5.620 -3.347 1.237 -0.06
O 3.771 -5.602 1.834 -0.06
H 3.228 -5.321 -0.186 0.11
H 2.969 -3.954 0.739 0.11
H 5.157 -3.794 -0.725 0.11
H 5.752 -5.021 0.215 0.11
H 5.625 -3.780 2.094 0.07
H 4.421 -5.172 2.394 0.06
C -4.387 1.436 1.023 -0.24
C -3.532 1.070 2.273 -0.21
O -4.236 0.072 2.990 -0.06
O -4.597 0.278 0.313 -0.06
H -3.896 2.205 0.427 0.10
H -5.342 1.924 1.220 0.12
H -3.403 1.879 2.992 0.11
H -2.543 0.704 2.000 0.11
H -3.888 -0.763 2.669 0.05
H -5.205 -0.267 0.818 0.11
C 0.221 -4.144 -4.111 -0.24
C 0.322 -4.366 -2.600 -0.25
O 1.657 -4.408 -2.218 -0.08
O 0.857 -5.192 -4.854 -0.07
H 0.727 -3.226 -4.410 0.10
H -0.788 -3.960 -4.481 0.11
H -0.136 -5.336 -2.407 0.13
H -0.109 -3.489 -2.118 0.10
H 1.945 -3.496 -2.137 0.01
H 1.425 -5.496 -4.143 0.06
C 2.785 2.001 4.156 -0.20
C 3.813 0.884 3.678 -0.22
O 3.669 -0.259 4.459 -0.08
O 3.216 2.552 5.397 -0.07
H 1.795 1.561 4.272 0.11
H 2.822 2.807 3.423 0.08
H 4.881 1.067 3.560 0.12
H 3.567 0.637 2.645 0.10
H 2.754 -0.549 4.476 0.02
H 2.410 2.659 5.907 0.08
C 3.530 -1.438 -2.515 -0.22
C 3.319 0.030 -2.694 -0.34
O 3.194 0.740 -1.485 -0.07
O 2.269 -1.908 -2.111 -0.09
H 4.397 -1.657 -1.891 0.12
H 3.646 -1.933 -3.479 0.13
H 2.496 0.085 -3.405 0.09
H 4.107 0.391 -3.354 0.11
H 2.524 1.377 -1.742 0.05
H 1.979 -1.423 -1.335 0.07
C -0.882 -0.385 -3.847 -0.21
C -1.183 -0.856 -5.309 -0.28
O -2.153 -0.070 -5.929 -0.17
O -1.749 -0.980 -2.869 -0.09
H -0.886 0.702 -3.769 0.10
H 0.137 -0.734 -3.683 0.09
H -1.471 -1.906 -5.355 0.10
H -0.230 -0.759 -5.828 0.08
H -1.711 0.454 -6.600 0.06
H -2.533 -0.440 -2.750 0.05
C -0.200 -0.203 -0.181 -0.27
C 0.726 0.075 1.034 -0.18
O 1.684 -0.990 1.123 -0.07
O -0.851 -1.377 -0.020 -0.06
H 0.408 -0.210 -1.086 0.11
H -0.963 0.573 -0.245 0.11
H 0.101 0.080 1.927 0.10
H 1.106 1.093 0.951 0.11
H 1.345 -1.820 1.464 0.04
H -0.968 -1.642 -0.935 0.07
C -1.961 4.680 2.443 -0.23
C -1.059 3.601 1.768 -0.23
O 0.042 3.155 2.511 -0.08
O -2.402 4.192 3.685 -0.07
H -2.833 4.848 1.811 0.11
H -1.503 5.664 2.545 0.11
H -0.755 4.030 0.813 0.09
H -1.544 2.649 1.550 0.10
H 0.691 3.855 2.618 0.02
H -1.652 3.623 3.875 0.06
C -4.588 1.734 -2.789 -0.18
C -4.537 1.628 -4.339 -0.23
O -4.690 0.272 -4.770 -0.07
O -3.384 1.300 -2.114 -0.10
H -5.498 1.278 -2.398 0.12
H -4.790 2.751 -2.451 0.10
H -3.652 2.109 -4.757 0.10
H -5.325 2.205 -4.823 0.11
H -3.810 0.083 -5.104 0.02
H -3.697 0.751 -1.390 0.06
C 1.730 -3.066 3.846 -0.20
C 1.063 -2.291 5.054 -0.25
O 0.987 -0.972 4.776 -0.05
O 0.779 -3.294 2.826 -0.08
H 2.151 -4.048 4.064 0.12
H 2.567 -2.470 3.482 0.11
H 1.867 -2.460 5.770 0.12
H 0.159 -2.692 5.512 0.13
H 0.365 -0.864 4.052 0.10
H 0.504 -4.211 2.903 0.08

---

The following relative energy (zero: lowest compared OMol25 entry of this formula, charge and spin) values (in kJ/mol) correspond, in order, to the records above: 205.51; 547.79; 240.95; 31.08.